Arrangement w

Molecular formula: C2H11NO5
Method: DFT, ωB97M-V/def2-TZVPD

Geometry as XYZ:
```
19
C2H11NO5 (ωB97M-V/def2-TZVPD)
O 2.06310 -0.15433 0.37713
C 1.72123 -0.38908 -0.79283
O 2.14655 0.42093 -1.73268
C 0.80904 -1.53124 -1.29646
N 0.13451 -2.18824 -0.07223
H 2.68514 1.15813 -1.17446
H -0.00800 -1.20539 -1.84467
H 1.36218 -2.48459 -1.61699
H -0.86909 -1.92336 0.09241
H 0.60741 -1.88415 0.89989
H -3.07666 0.78350 0.63209
H -2.04859 1.86029 0.65804
O -2.81787 1.49176 1.10430
H -0.85371 -0.97377 2.79591
H -0.72327 0.57548 2.48663
O -0.45932 -0.34997 2.20014
H 0.34322 2.37770 -0.42567
H -0.54294 2.37819 -1.57009
O -0.47292 2.03814 -0.72045
```

Its expectation value of S² is 0.754. The calculation puts the gap between HOMO and LUMO (spin up / spin down) at 10.6482 / 5.3674 eV. Its molar mass is 129.11 g/mol. The LUMO energy (spin up / spin down) is -3.5 / -8.8 eV. The calculation puts the HOMO energy (spin up / spin down) at -14.2 / -14.2 eV. The net charge is +1. The multiplicity is 2.

Mulliken population analysis, charges in e, atoms 1 to 6: O -0.5705; C 0.8077; O -0.4635; C -0.4885; N -0.1868; H 0.4253

=====

Arrangement x

Molecular formula: C2H11NO5
Method: DFT, ωB97M-V/def2-TZVPD

Geometry as XYZ:
```
19
C2H11NO5 (ωB97M-V/def2-TZVPD)
C 1.17752 -1.47029 -1.31455
N 0.08142 -1.42816 -0.41707
C -1.17232 -0.76450 -0.74832
O -1.23124 -0.18702 -1.89874
O -2.00704 -0.80084 0.10976
H 1.04091 -2.09462 -2.20159
H 1.33335 -0.44646 -1.68368
H 2.09940 -1.74770 -0.80921
H 0.15375 -1.86739 0.51218
H -0.68397 0.56112 -2.20453
H -0.82822 -0.62068 1.64720
H -1.62819 -1.39204 2.71035
O -0.74933 -1.04852 2.50614
H 1.21314 1.96958 1.85800
H -0.14277 1.88415 2.59968
O 0.25932 1.99669 1.72748
H 0.52644 1.89727 -0.33216
H 0.01935 3.16609 -0.89574
O 0.53846 2.39330 -1.16521
```

Its expectation value of S² is 0.764. The calculation puts the gap between HOMO and LUMO (spin up / spin down) at 11.8261 / 6.1826 eV. Its molar mass is 129.11 g/mol. The LUMO energy (spin up / spin down) is -3.5 / -9.2 eV. The calculation puts the HOMO energy (spin up / spin down) at -15.4 / -15.4 eV. The net charge is +1. The multiplicity is 2.

Mulliken population analysis, charges in e, atoms 1 to 6: C -0.7310; N 0.1256; C 0.5595; O -0.4497; O -0.3816; H 0.3383

=====

What should be chosen as the least stable of them? Choose arrangement w.

=====

Arrangement w

Molecular formula: CH2N2P2
Method: DFT, ωB97M-V/def2-TZVPD

Geometry as XYZ:
```
7
CH2N2P2 (ωB97M-V/def2-TZVPD)
N -2.95642 0.53576 -1.22358
C -2.10369 0.88736 -0.54622
P -0.51024 1.41679 0.81080
N 0.41275 0.23581 0.55144
P 1.56102 -0.93015 0.75686
H 1.09080 -1.79993 -0.24842
H 2.50577 -0.34564 -0.10087
```

The calculation puts the gap between HOMO and LUMO at 8.0826 eV. Its molar mass is 103.99 g/mol. The LUMO energy is -1.6 eV. The calculation puts the HOMO energy at -9.6 eV. As for the SMILES: N#C/P=N/P.

Mulliken population analysis, charges in e, atoms 1 to 6: N -0.3396; C 0.0276; P 0.1849; N 0.0263; P -0.0377; H 0.0642

=====

Arrangement x

Molecular formula: CH2N2P2
Method: DFT, ωB97M-V/def2-TZVPD

Geometry as XYZ:
```
7
CH2N2P2 (ωB97M-V/def2-TZVPD)
N 0.49532 0.67794 2.77922
C 0.02029 0.49139 1.74494
P -0.80151 0.25697 0.22775
H 0.02472 -0.83737 -0.18227
H -0.19470 1.24349 -0.30402
N 2.08814 1.42697 -0.44861
P 2.88573 1.12902 0.73151
```

The calculation puts the gap between HOMO and LUMO at 10.1983 eV. Its molar mass is 103.99 g/mol. The LUMO energy is -0.1 eV. The calculation puts the HOMO energy at -10.3 eV. As for the SMILES: N#CP.N#P.

Mulliken population analysis, charges in e, atoms 1 to 6: N -0.3963; C 0.3172; P -0.0667; H 0.0765; H 0.0883; N -0.3186

=====

What should be chosen as the least stable of them? Choose arrangement x.

=====

Arrangement w

Molecular formula: C43H57N6O2P2SSi2Ta
Method: DFT, ωB97M-V/def2-TZVPD

Geometry as XYZ:
```
114
C43H57N6O2P2SSi2Ta (ωB97M-V/def2-TZVPD)
Ta 0.02657 0.84187 -0.19865
C 2.74993 3.49272 0.22294
C 1.41331 4.19555 0.41131
N 0.36534 3.65033 -0.45400
C 0.34354 4.12785 -1.83972
C 1.35963 3.46422 -2.75954
S 1.56139 1.65809 -2.54002
C 3.33336 1.57005 -2.08991
C 3.56226 1.33827 -0.59889
N 2.57300 2.04020 0.21779
H 3.20813 3.80152 -0.71530
H 3.41621 3.81747 1.02637
H 1.08218 4.04117 1.43918
H 1.55715 5.26883 0.24871
H -0.51975 3.94475 -0.05845
H -0.65588 3.94364 -2.22559
H 0.52055 5.20868 -1.87941
H 1.03867 3.60434 -3.79030
H 2.34568 3.90557 -2.65052
H 3.76232 0.75105 -2.66443
H 3.79336 2.48646 -2.45232
H 3.45733 0.27663 -0.38888
H 4.58672 1.64487 -0.35904
H 2.64098 1.69081 1.16894
C -1.80810 -3.23659 -2.99806
Si -1.83985 -1.43055 -2.46948
C -3.63808 -1.15919 -1.93465
C -1.25319 -0.46278 -3.98388
N -0.70750 -0.98578 -1.14427
P 0.45772 -2.00221 -0.55649
C 1.42420 -0.86523 0.35256
P 0.94441 -0.59779 2.00799
N 0.22901 0.90800 1.81185
Si -0.37288 1.95476 3.13625
C -1.62548 3.14918 2.38752
C 1.11922 2.92624 3.78671
C -1.30889 1.07315 4.50571
C -0.21091 -1.65814 2.88750
C 0.26872 -2.59308 3.80264
C -0.62576 -3.36288 4.52889
C -1.99113 -3.20413 4.33662
C -2.46746 -2.29272 3.40327
C -1.58109 -1.52168 2.67262
C 2.37858 -0.36982 3.08981
C 3.63808 -0.30374 2.49507
C 4.74642 0.07179 3.23939
C 4.60394 0.37616 4.58580
C 3.36064 0.26619 5.19446
C 2.25285 -0.11161 4.45402
C 1.44901 -2.63601 -1.94121
C 2.25797 -1.70759 -2.59166
C 2.92070 -2.03758 -3.75961
C 2.78233 -3.31575 -4.28501
C 2.01216 -4.26064 -3.62390
C 1.34643 -3.92532 -2.45381
C -0.19768 -3.47614 0.23987
C -1.55815 -3.72703 0.36620
C -1.98371 -4.93825 0.88758
C -1.05694 -5.89006 1.28896
C 0.30339 -5.62299 1.20328
C 0.73519 -4.41812 0.67697
H -2.69058 -3.40340 -3.62090
H -0.93793 -3.46146 -3.60694
H -1.85027 -3.94561 -2.17275
H -4.15143 -0.48639 -2.62556
H -4.15509 -2.11875 -1.98699
H -3.77642 -0.77304 -0.92682
H -2.07861 -0.17210 -4.63795
H -0.70049 0.43244 -3.71492
H -0.58372 -1.10013 -4.56658
H -1.34695 3.52862 1.40607
H -2.60073 2.67303 2.29071
H -1.74184 4.00850 3.05185
H 2.04800 2.70652 3.25630
H 0.93686 4.00186 3.72848
H 1.29311 2.69771 4.83862
H -2.22493 0.61979 4.12792
H -0.74901 0.29391 5.02059
H -1.59538 1.81923 5.25161
H 1.33552 -2.70430 3.95263
H -0.25588 -4.07470 5.25464
H -2.68629 -3.79195 4.92151
H -3.53404 -2.18248 3.25499
H -1.94630 -0.79421 1.95711
H 3.73947 -0.58285 1.45381
H 5.72031 0.12332 2.77029
H 5.46045 0.68571 5.16975
H 3.25131 0.48537 6.24845
H 1.29695 -0.21892 4.94786
H 2.35726 -0.72496 -2.15451
H 3.53217 -1.30666 -4.27383
H 3.27498 -3.57393 -5.21307
H 1.92359 -5.25818 -4.03309
H 0.74741 -4.66826 -1.94409
H -2.27720 -2.98293 0.04401
H -3.04243 -5.14608 0.97361
H -1.39592 -6.84690 1.66328
H 1.02454 -6.35937 1.53234
H 1.79415 -4.20072 0.58145
O -2.14704 0.96903 0.38642
N -2.99886 1.39159 -0.47705
N -2.51020 1.76859 -1.56683
O -1.20087 1.72465 -1.78778
C -3.35425 2.28296 -2.60431
C -2.78940 2.59858 -3.83199
C -3.59689 3.10813 -4.83579
C -4.95188 3.29883 -4.61457
C -5.50543 2.97457 -3.38204
C -4.71371 2.47019 -2.36771
H -1.73552 2.43289 -4.00201
H -3.16170 3.36277 -5.79236
H -5.57833 3.69353 -5.40262
H -6.56152 3.12557 -3.20630
H -5.13517 2.22334 -1.40471
```

The calculation puts the gap between HOMO and LUMO at 7.7356 eV. Its molar mass is 1021.10 g/mol. The LUMO energy is -5.7 eV. The calculation puts the HOMO energy at -13.4 eV. The net charge is +2.

Mulliken population analysis, charges in e, atoms 1 to 6: Ta 0.2953; C -1.0106; C -0.5163; N 0.0531; C -0.8272; C -1.1461

=====

Arrangement x

Molecular formula: C43H57N6O2P2SSi2Ta
Method: DFT, ωB97M-V/def2-TZVPD

Geometry as XYZ:
```
114
C43H57N6O2P2SSi2Ta (ωB97M-V/def2-TZVPD)
Ta -0.15896 -0.00070 -0.27910
C -1.89239 3.20210 0.57387
C -2.53010 2.66496 -0.68837
N -1.55921 1.98610 -1.54529
C -0.74092 2.84937 -2.40218
C 0.43379 3.50846 -1.70490
S 1.33279 2.44113 -0.53902
C 1.12607 3.36341 1.01072
C 0.08432 2.74587 1.93268
N -1.03567 2.18527 1.17921
H -1.29724 4.08805 0.35912
H -2.69018 3.51549 1.25124
H -3.28060 1.92416 -0.41523
H -3.03347 3.48307 -1.21291
H -2.09078 1.40916 -2.18374
H -0.36964 2.23406 -3.21220
H -1.35131 3.64248 -2.84388
H 1.15898 3.81523 -2.45675
H 0.13663 4.39466 -1.15167
H 2.09474 3.37833 1.50526
H 0.89991 4.39028 0.73058
H 0.54102 1.93098 2.48152
H -0.24042 3.51007 2.64606
H -1.58826 1.61606 1.81255
C 4.39262 -2.55485 -0.69038
Si 2.92763 -1.69266 -1.46136
C 2.25169 -2.92891 -2.69514
C 3.63033 -0.11864 -2.18047
N 1.63389 -1.21349 -0.28685
P 1.82110 -1.32339 1.34909
C 0.47500 -0.37024 1.84741
P -1.02509 -1.19244 2.07313
N -1.81163 -0.65535 0.67973
Si -3.54992 -0.95533 0.26754
C -3.77866 -0.75793 -1.57463
C -4.55005 0.34620 1.17040
C -4.15128 -2.66864 0.63370
C -1.15609 -2.97549 2.13330
C -1.29723 -3.62412 3.36136
C -1.45294 -5.00247 3.39567
C -1.46091 -5.72868 2.21174
C -1.29209 -5.08600 0.99160
C -1.13455 -3.71254 0.94829
C -1.94150 -0.55752 3.48899
C -1.43803 0.56009 4.15721
C -2.20115 1.20255 5.12369
C -3.46887 0.72781 5.43163
C -3.95873 -0.41039 4.80092
C -3.19834 -1.05569 3.83851
C 3.36255 -0.51350 1.84116
C 3.41915 0.87280 1.71779
C 4.60464 1.55829 1.91378
C 5.75662 0.85285 2.24655
C 5.70464 -0.52411 2.40752
C 4.51292 -1.20798 2.20608
C 1.99947 -2.99659 1.95459
C 1.96481 -4.10544 1.11732
C 2.21272 -5.36740 1.63824
C 2.48499 -5.52111 2.99122
C 2.48079 -4.41865 3.83946
C 2.24032 -3.15612 3.32356
H 4.95410 -2.99642 -1.52196
H 5.05749 -1.85528 -0.18045
H 4.14013 -3.36065 0.00070
H 2.39532 -2.57981 -3.72338
H 2.82809 -3.85155 -2.59042
H 1.20046 -3.18636 -2.57133
H 3.95943 -0.24716 -3.21722
H 2.92605 0.70723 -2.14424
H 4.50729 0.16591 -1.58971
H -3.22556 0.06659 -2.01339
H -3.47906 -1.66768 -2.09788
H -4.84092 -0.58675 -1.78251
H -3.93375 1.05283 1.73481
H -5.17047 0.91068 0.46662
H -5.23291 -0.12152 1.88630
H -3.63664 -3.40281 0.01224
H -4.05343 -2.99030 1.67261
H -5.21665 -2.69852 0.37499
H -1.29605 -3.05464 4.28301
H -1.58049 -5.50614 4.34503
H -1.60262 -6.80167 2.24119
H -1.29080 -5.66069 0.07400
H -1.01970 -3.20984 -0.00459
H -0.43302 0.89455 3.93695
H -1.80441 2.06792 5.63932
H -4.07346 1.23313 6.17438
H -4.93931 -0.79206 5.05504
H -3.58251 -1.95615 3.37403
H 2.51145 1.39996 1.47618
H 4.64441 2.63532 1.79999
H 6.69462 1.37842 2.37915
H 6.59949 -1.06786 2.68066
H 4.48552 -2.28303 2.33255
H 1.75409 -3.98232 0.06030
H 2.20021 -6.23267 0.98646
H 2.70768 -6.50467 3.38694
H 2.67766 -4.54373 4.89719
H 2.25431 -2.28684 3.97424
O -0.82661 -1.54975 -1.69036
N -0.45412 -1.52648 -2.92547
N 0.23475 -0.52739 -3.21410
O 0.51470 0.38798 -2.29727
C 0.71902 -0.31868 -4.56571
C 1.55099 0.75979 -4.80884
C 2.00925 0.97215 -6.10098
C 1.63627 0.11457 -7.12464
C 0.80143 -0.96486 -6.85757
C 0.33135 -1.18869 -5.57634
H 1.84854 1.41290 -4.00165
H 2.65651 1.81529 -6.30498
H 1.99881 0.28217 -8.13014
H 0.50607 -1.63389 -7.65518
H -0.32372 -2.02209 -5.36168
```

The calculation puts the gap between HOMO and LUMO at 7.8404 eV. Its molar mass is 1021.10 g/mol. The LUMO energy is -5.5 eV. The calculation puts the HOMO energy at -13.4 eV. The net charge is +2.

Mulliken population analysis, charges in e, atoms 1 to 6: Ta 0.2406; C -1.0301; C -0.4874; N 0.0237; C -0.7842; C -1.1590

=====

What should be chosen as the least stable of them? Choose arrangement w.